(1)
C3H3BrO2S | ωB97M-V/def2-TZVPD

The calculation puts the max |F| at 0.1420 Eh/bohr. Its spin multiplicity is 3. Its energy above the lowest of the compared OMol25 structures with the same formula, charge and spin is 33.4 kcal/mol. Its expectation value of S² is 2.017. The calculation puts the LUMO energy (spin up / spin down) at 0.35 / -3.06 eV. For the HOMO-LUMO gap (spin up / spin down), the calculation gives 7.303 / 7.558 eV.

Each line ends with the Mulliken spin population.
Element x y z (Å)
C 0.526 0.029 -0.605  -0.085
C 0.550 -1.195 -0.178  0.153
C 0.014 1.258 0.521  0.895
O -0.999 3.696 -0.026  0.163
O 0.647 2.714 -1.473  0.166
S -0.246 2.572 -0.431  0.654
Br 0.792 -2.719 -1.306  0.016
H 0.834 0.519 -1.610  0.018
H 0.424 -1.598 0.843  -0.002
H -0.702 1.108 1.361  0.023

***

(2)
C23H56EuN4O2P3 | ωB97M-V/def2-TZVPD

The calculation puts the max |F| at 0.0802 Eh/bohr. Its spin multiplicity is 8. The total charge is +1. Its expectation value of S² is 15.761. The calculation puts the LUMO energy (spin up / spin down) at -1.80 / -1.80 eV. For the HOMO-LUMO gap (spin up / spin down), the calculation gives 7.360 / 7.437 eV.

Each line ends with the Mulliken spin population.
Element x y z (Å)
Eu 0.410 -0.391 0.887  6.937
P -1.546 1.665 1.246  0.026
P 1.381 -1.139 -1.667  0.028
N 0.485 1.713 -1.060  -0.003
C -1.444 2.998 -0.009  -0.004
H -2.471 3.267 -0.296  0.000
H -0.990 3.882 0.456  -0.001
C -0.645 2.645 -1.276  0.003
H -1.298 2.172 -2.027  -0.001
H -0.289 3.589 -1.744  0.001
C 1.336 1.593 -2.294  0.006
H 2.383 1.807 -2.004  -0.001
H 1.027 2.344 -3.035  0.000
C 1.208 0.197 -2.917  -0.004
H 1.959 0.060 -3.707  0.000
H 0.214 0.085 -3.379  -0.001
C 1.152 -2.736 -2.568  -0.007
C -0.318 -3.176 -2.465  -0.008
H -1.003 -2.464 -2.934  0.000
H -0.642 -3.322 -1.423  0.006
H -0.445 -4.141 -2.969  0.000
C 3.193 -0.942 -1.261  -0.003
C 3.605 -1.740 -0.007  0.001
H 4.209 -1.094 0.649  0.001
H 4.226 -2.603 -0.276  0.000
H 2.762 -2.120 0.602  0.010
C -0.748 2.385 2.771  -0.001
C -0.877 1.458 3.992  0.010
H -0.199 1.830 4.775  0.001
H -0.588 0.410 3.795  -0.004
H -1.895 1.468 4.412  0.000
C -3.315 1.301 1.604  -0.015
C -3.452 -0.028 2.376  0.012
H -4.452 -0.444 2.188  0.000
H -3.370 0.124 3.462  0.002
H -2.722 -0.801 2.093  -0.007
C -1.507 -0.366 -0.775  0.007
O -2.326 -0.361 -1.598  0.007
C 4.084 -1.207 -2.487  0.001
H 3.537 -1.526 -3.386  0.000
H 4.633 -0.290 -2.744  0.000
H 4.836 -1.973 -2.257  0.000
C -1.169 3.830 3.080  0.002
H -1.271 3.966 4.166  0.000
H -0.394 4.532 2.738  0.000
H -2.118 4.133 2.618  0.000
C -4.093 2.427 2.283  0.000
H -5.138 2.108 2.397  0.000
H -3.711 2.656 3.287  0.000
H -4.099 3.345 1.683  0.000
C 2.073 -3.844 -2.057  0.007
H 1.963 -3.977 -0.972  -0.001
H 1.787 -4.792 -2.530  0.000
H 3.128 -3.670 -2.287  0.000
H 1.387 -2.494 -3.621  -0.001
H -3.737 1.152 0.592  -0.001
H 3.259 0.128 -0.997  -0.003
H 0.318 2.391 2.467  -0.005
H 1.137 2.056 -0.281  -0.005
H 1.993 1.636 0.895  -0.015
C -2.216 -5.576 0.301  0.000
N -1.849 -4.166 0.518  0.002
C -3.044 -3.297 0.406  0.003
P -0.815 -3.721 1.754  0.001
O -0.700 -2.219 1.746  0.014
N -1.390 -4.062 3.267  0.000
C -1.806 -2.984 4.168  0.002
C -1.739 -5.408 3.709  0.000
N 0.702 -4.354 1.482  -0.007
C 1.713 -3.976 2.494  0.006
C 0.954 -5.673 0.891  0.001
H -2.790 -5.981 1.149  0.000
H -1.341 -6.206 0.122  0.000
H -2.844 -5.612 -0.596  0.000
H -3.622 -3.275 1.346  0.000
H -2.769 -2.278 0.120  -0.001
H -3.678 -3.717 -0.384  0.000
H -2.840 -2.658 3.965  0.000
H -1.755 -3.373 5.192  0.000
H -1.137 -2.116 4.095  -0.001
H -2.787 -5.648 3.470  0.000
H -1.080 -6.164 3.254  0.000
H -1.610 -5.449 4.797  0.000
H 1.550 -4.495 3.453  0.001
H 2.707 -4.247 2.105  0.002
H 1.701 -2.891 2.676  0.000
H 0.526 -6.497 1.489  0.000
H 0.577 -5.719 -0.140  0.000
H 2.043 -5.816 0.843  0.000

***

(3)
C2H2BrO2S | ωB97M-V/def2-TZVPD

The calculation puts the max |F| at 0.0750 Eh/bohr. Its spin multiplicity is 3. Its energy above the lowest of the compared OMol25 structures with the same formula, charge and spin is 0.0 kcal/mol. The total charge is -1. Its expectation value of S² is 2.013. The calculation puts the LUMO energy (spin up / spin down) at 3.53 / -0.08 eV. For the HOMO-LUMO gap (spin up / spin down), the calculation gives 6.805 / 4.188 eV.

Each line ends with the Mulliken spin population.
Element x y z (Å)
C 0.592 0.788 -0.022  0.040
C -0.025 -0.377 0.539  0.494
O 1.337 0.574 -1.165  0.017
O 0.539 1.826 0.601  0.154
S 0.412 -1.892 -0.064  0.646
Br -3.360 -0.445 0.142  0.666
H -0.636 -0.168 1.321  -0.009
H 1.140 -0.308 -1.352  -0.008

***

no.,energy (a.u.)
1,-3238.5479
2,-3013.6506
3,-3200.1006